# 1
Here is a molecular structure, C11H27Al2Cl6F8MgN4O8S in a non-equilibrium geometry from OMol25. Energies are from ωB97M-V/def2-TZVPD.

```
68
Properties=species:S:1:pos:R:3:nbo_charge:R:1
H 2.619 2.324 -0.360 0.228
H -4.755 -4.086 -0.904 0.205
F 0.565 5.334 0.657 -0.372
Cl 6.870 6.853 -4.302 0.070
H 3.907 1.304 3.146 -0.328
H 2.034 -8.270 -2.391 0.247
F 2.706 4.882 -0.158 -0.274
H -0.352 -6.537 -3.391 0.228
O -2.776 0.604 4.138 -0.922
C 0.401 -6.737 -4.155 -0.824
C 3.498 4.155 2.568 0.278
O -5.001 -0.187 4.136 -0.804
Cl 6.340 4.099 -5.041 0.056
C -5.509 -3.661 -1.571 -0.423
H 0.438 -7.805 -4.376 0.247
H -1.979 -0.579 -1.063 0.578
H 3.683 0.861 0.260 0.245
H 2.974 -7.011 -1.555 0.250
S 2.021 -6.187 -3.580 1.270
O -1.986 -0.230 -0.125 -0.830
N -5.375 -2.214 -1.583 -0.409
H -6.263 -0.338 -1.230 0.221
H -6.503 -3.950 -1.232 0.222
H -0.311 0.741 1.421 0.368
C 2.380 5.267 2.319 0.550
O -3.207 -2.293 -2.341 -0.695
F 5.136 4.958 -0.196 -0.341
O -3.654 -0.458 6.057 -0.772
H 0.599 0.355 -1.526 0.360
H -0.242 1.697 0.003 0.344
F 4.734 4.396 1.856 -0.292
H -2.436 -0.858 0.489 0.585
C 6.418 5.250 -3.690 -0.225
O -1.653 -1.652 7.797 -0.294
C 1.974 5.551 0.798 0.928
H 1.383 -0.246 2.293 0.397
Cl -3.588 0.666 -2.931 -0.600
Cl 7.626 4.702 -2.513 0.084
H -7.352 -1.611 -1.825 0.214
H -4.203 -0.515 -1.953 0.148
Al 2.829 2.217 2.372 1.062
N 0.292 1.332 0.816 -0.997
Al 0.417 -2.180 -2.053 0.966
H -5.339 -4.046 -2.580 0.222
C 2.053 -7.218 -2.101 -0.823
C -4.200 -1.664 -1.980 0.477
C 1.493 0.566 0.367 0.421
H 1.195 -6.987 -1.467 0.229
C 2.786 1.535 0.442 -0.939
N 1.328 -0.117 -0.952 -0.849
H 1.415 1.943 3.055 -0.443
Mg -1.267 2.765 1.692 1.381
H -6.766 -1.651 -0.141 0.207
F 2.151 6.925 0.533 -0.295
N 1.729 -0.536 1.366 -0.887
Cl -3.968 0.416 4.944 2.530
H 0.152 -6.189 -5.063 0.248
Cl 4.827 5.345 -2.904 0.158
C -6.504 -1.400 -1.171 -0.405
H -2.506 -1.271 8.053 0.445
F 2.890 6.495 2.839 -0.301
O -4.419 1.691 5.440 -0.807
O 1.878 -4.763 -3.131 -1.043
H -2.393 0.675 -0.082 0.531
H 2.747 -0.698 1.461 0.413
F 1.194 5.011 3.066 -0.338
H 0.954 -1.062 -0.720 0.254
F 3.870 4.291 3.955 -0.340
```

Summary:
LUMO level = -9.09 eV
strongest force on any atom = 0.07826 hartree/bohr
total charge = +1
M = 818.40 g mol⁻¹


# 2
Here is 2 unconnected molecules or ions with the total composition C11H27ClNO8P2S2Si2 in a non-equilibrium geometry from OMol25. Energies are from ωB97M-V/def2-TZVPD.

```
54
Properties=species:S:1:pos:R:3:nbo_charge:R:1
H -5.821 0.756 -0.892 0.029
H 3.560 -3.874 0.678 0.222
Cl -1.915 -2.615 -2.853 -0.061
H -5.530 3.045 -1.110 0.024
H -1.417 0.063 -1.461 0.318
Si 2.006 -2.137 1.571 1.818
H 2.255 -4.600 1.610 0.207
O -4.155 0.160 1.816 -0.968
H -3.421 -0.530 1.688 0.518
C 4.802 0.197 0.651 -1.139
H -1.862 1.314 0.263 0.200
P -3.480 1.678 2.350 2.159
O -1.157 2.905 -0.846 -0.654
S -1.121 2.916 -2.560 2.296
H -0.082 -1.364 2.703 0.215
C 3.121 -1.739 3.025 -1.140
H 2.672 1.806 -1.187 0.218
C -2.383 2.217 -0.321 0.071
C -2.606 -0.051 -1.474 -0.554
H 4.402 0.957 1.327 0.227
C 3.056 0.926 -1.712 -1.115
H 4.633 -2.634 -0.847 0.218
O -2.669 2.174 -2.745 -0.676
H -1.185 1.581 2.544 0.508
H 2.951 -0.720 3.382 0.228
P -5.099 1.760 -1.679 0.769
S -5.772 1.833 -3.545 -0.523
H 3.957 1.219 -2.259 0.204
Si 3.465 -0.458 -0.489 1.818
C -3.227 2.929 0.886 -0.799
H 5.252 -0.600 1.247 0.218
O -3.849 -0.855 -3.693 -0.493
O -0.157 1.931 -3.280 -0.779
C 0.250 -2.303 2.252 -1.119
O -0.998 4.422 -2.944 -0.794
H 5.604 0.656 0.064 0.209
H 0.219 -3.083 3.021 0.207
H -4.209 3.475 0.567 0.278
O -1.947 1.291 3.149 -0.933
N 2.005 -0.886 0.359 -1.739
H -2.967 -0.547 -0.462 0.261
O -4.389 2.442 3.415 -1.026
C -2.944 -1.034 -2.734 0.554
H 4.178 -1.847 2.766 0.222
H 4.943 -1.514 -2.170 0.209
H 1.937 -4.033 -0.036 0.230
C -3.219 1.463 -1.557 -0.039
C 2.487 -3.814 0.884 -1.141
H 2.307 0.594 -2.436 0.228
C 4.171 -1.881 -1.487 -1.139
H -0.450 -2.579 1.458 0.213
H 3.391 -2.360 -2.088 0.229
H -2.515 3.772 1.338 0.299
H 2.919 -2.425 3.854 0.207
```

Summary:
LUMO level = 1.16 eV
strongest force on any atom = 0.18033 hartree/bohr
total charge = -1
M = 519.04 g mol⁻¹


# 3
Here is 9 unconnected molecules or ions with the total composition C11H27FN8O19 in a non-equilibrium geometry from OMol25. Energies are from ωB97M-V/def2-TZVPD.

```
66
Properties=species:S:1:pos:R:3:nbo_charge:R:1
H -5.872 2.076 -1.026 0.235
H 0.765 -4.188 -2.375 0.234
H 0.282 -3.418 -0.875 0.258
N -3.304 -1.853 -1.547 0.538
O 2.031 4.936 -2.141 -0.364
O 4.984 0.516 0.060 -0.377
H 3.853 -1.449 -1.088 0.250
H -0.533 -1.582 4.241 0.249
O 6.696 -0.790 0.005 -0.364
C 0.991 -0.101 -1.257 0.452
H -4.247 -3.211 -0.229 0.237
C 2.292 1.552 -2.113 0.976
O -3.013 1.747 -2.202 -0.378
O -0.358 -2.094 1.150 -0.406
O 1.308 5.358 -0.154 -0.382
H 0.755 -2.520 3.285 0.234
O -2.216 -1.582 -2.012 -0.373
H -2.520 -3.506 -0.515 0.242
H -0.967 -4.180 -1.886 0.228
H -5.103 3.566 -1.640 0.236
H 3.618 -0.355 2.080 0.233
N -0.889 -1.780 2.202 0.540
N 3.006 -0.720 4.060 0.530
N 1.150 5.147 -1.339 0.537
O 2.112 -0.587 4.874 -0.395
O 2.243 0.217 -1.819 -0.521
N 5.507 -0.570 -0.068 0.534
H -1.466 2.793 3.472 0.236
O -1.350 3.965 0.937 -0.374
H -0.817 -3.215 3.677 0.246
O -0.623 -5.718 0.077 -0.407
C -1.709 2.333 2.519 -0.486
C 2.785 -0.110 2.730 -0.489
N 0.190 -5.517 -0.811 0.536
O 0.216 2.515 1.233 -0.392
H 4.091 -1.981 0.584 0.219
O 3.273 2.139 -2.376 -0.525
O 1.080 -6.271 -1.111 -0.359
O -1.875 -1.087 2.291 -0.373
O -4.258 -1.106 -1.497 -0.383
H 1.132 -0.196 -0.180 0.151
N -0.893 2.969 1.456 0.541
H 5.227 -2.544 -0.640 0.234
C -5.151 2.486 -1.725 -0.480
H -0.940 4.735 -1.202 0.241
C -0.285 -2.285 3.456 -0.485
O -3.662 1.617 -0.158 -0.392
H -0.506 6.220 -2.038 0.226
C 0.118 1.030 -1.741 -0.136
N -3.832 1.910 -1.323 0.546
C -3.450 -3.192 -0.970 -0.500
C 4.593 -1.714 -0.344 -0.495
H -0.691 1.284 -1.060 0.223
H -3.796 -3.901 -1.721 0.239
H -5.300 2.174 -2.750 0.238
O 1.048 2.086 -1.979 -0.493
F 0.572 -1.316 -1.711 -0.340
H -0.187 4.625 -2.820 0.230
H 2.741 0.970 2.818 0.257
H -0.377 0.820 -2.693 0.214
C -0.230 5.179 -1.889 -0.494
H 1.884 -0.536 2.296 0.217
H -1.471 1.277 2.568 0.236
H -2.752 2.493 2.267 0.242
O 4.043 -1.323 4.244 -0.356
C 0.060 -4.239 -1.555 -0.491
```

Summary:
LUMO level = -0.64 eV
structure (SMILES) = O=C1OC[C@@H](F)O1.C[N+](=O)[O-].C[N+](=O)[O-].C[N+](=O)[O-].C[N+](=O)[O-].C[N+](=O)[O-].C[N+](=O)[O-].C[N+](=O)[O-].C[N+](=O)[O-]
strongest force on any atom = 0.02919 hartree/bohr
energy relative to the best compared isomer or geometry (same formula, charge and spin) = 0.00 kJ/mol
total charge = 0
M = 594.37 g mol⁻¹


# 4
Here is 8 unconnected molecules or ions with the total composition C11H27N5O22S3 in a non-equilibrium geometry from OMol25. Energies are from ωB97M-V/def2-TZVPD.

```
68
Properties=species:S:1:pos:R:3:nbo_charge:R:1
S 0.364 -1.169 -3.903 2.559
O 2.693 2.894 -1.509 -0.361
H 2.144 -2.206 1.894 0.195
N 0.776 4.717 2.241 0.536
H 0.256 2.288 -0.318 0.228
H 0.610 2.204 -3.458 0.226
O -1.191 -2.647 2.319 -0.704
O -4.931 -2.834 -0.962 -0.382
O -1.458 -5.046 2.891 -0.905
H 1.536 0.897 -5.348 0.196
O 1.664 -1.730 -3.988 -0.913
O -1.848 0.384 -0.939 -0.385
O -0.226 -3.536 4.361 -0.920
O -6.095 -2.805 -2.770 -0.385
H -2.236 -0.914 1.921 0.224
H -4.163 -1.909 3.511 0.216
S 1.423 0.204 3.629 2.553
H -4.365 -1.308 -3.634 0.224
N 2.262 3.969 -1.849 0.543
O 0.478 -1.914 -0.061 -0.409
H -2.590 -1.254 4.088 0.201
C -3.087 -2.024 3.489 -0.101
H 0.491 0.583 -0.754 0.249
H -0.842 5.930 1.786 0.230
H -0.001 1.514 -5.990 0.220
H 3.608 -1.266 1.508 0.205
O 0.013 0.142 3.704 -0.900
O 2.050 1.396 4.070 -0.901
N 0.652 -3.093 -0.287 0.536
C 0.451 0.912 -5.210 -0.107
O -0.728 -1.949 -3.467 -0.897
C 0.090 1.261 -0.009 -0.488
S -1.286 -3.754 3.448 2.560
O -2.673 -3.278 4.082 -0.692
H -3.349 -2.742 -3.277 0.244
C -0.644 4.862 1.770 -0.482
H 1.908 -4.547 -1.222 0.244
O 0.448 0.178 -3.033 -0.695
H -1.274 4.388 2.514 0.239
O 1.998 -0.142 2.164 -0.698
O -0.005 -0.445 -5.275 -0.686
H 4.168 4.808 -1.539 0.237
H -3.331 -1.400 -2.141 0.248
O 1.094 4.202 -2.117 -0.411
O -1.999 1.319 0.989 -0.394
H 3.415 -2.524 3.911 0.222
N -5.086 -2.570 -2.134 0.537
O 0.969 4.165 3.294 -0.332
C 3.204 -1.501 3.612 -0.106
O -0.212 -3.941 -0.245 -0.346
O 1.639 5.163 1.502 -0.423
C -3.944 -1.935 -2.858 -0.488
H 4.050 -0.871 3.894 0.198
N -1.358 0.918 0.033 0.541
H 2.598 -3.561 0.079 0.215
H -0.701 4.421 0.786 0.231
H -2.941 -2.476 1.285 0.217
H 2.335 -2.762 -1.466 0.245
C 3.209 5.115 -1.932 -0.481
C 2.752 -1.348 2.178 -0.090
C 1.969 -3.551 -0.818 -0.483
H 2.757 5.929 -1.378 0.249
O 2.036 -1.072 4.339 -0.674
H -0.985 1.479 -3.670 0.200
H 0.532 1.049 0.952 0.244
C 0.088 1.318 -3.810 -0.105
C -2.452 -1.960 2.108 -0.103
H 3.270 5.378 -2.986 0.233
```

Summary:
LUMO level = -0.51 eV
structure (SMILES) = C[N+](=O)[O-].C[N+](=O)[O-].C[N+](=O)[O-].C[N+](=O)[O-].C[N+](=O)[O-].O=S1(=O)OCCO1.O=S1(=O)OCCO1.O=S1(=O)OCCO1
strongest force on any atom = 0.03839 hartree/bohr
energy relative to the best compared isomer or geometry (same formula, charge and spin) = 29.30 kJ/mol
total charge = 0
M = 677.55 g mol⁻¹


Please write out number 3 again, unchanged.
Here is 9 unconnected molecules or ions with the total composition C11H27FN8O19 in a non-equilibrium geometry from OMol25. Energies are from ωB97M-V/def2-TZVPD.

```
66
Properties=species:S:1:pos:R:3:nbo_charge:R:1
H -5.872 2.076 -1.026 0.235
H 0.765 -4.188 -2.375 0.234
H 0.282 -3.418 -0.875 0.258
N -3.304 -1.853 -1.547 0.538
O 2.031 4.936 -2.141 -0.364
O 4.984 0.516 0.060 -0.377
H 3.853 -1.449 -1.088 0.250
H -0.533 -1.582 4.241 0.249
O 6.696 -0.790 0.005 -0.364
C 0.991 -0.101 -1.257 0.452
H -4.247 -3.211 -0.229 0.237
C 2.292 1.552 -2.113 0.976
O -3.013 1.747 -2.202 -0.378
O -0.358 -2.094 1.150 -0.406
O 1.308 5.358 -0.154 -0.382
H 0.755 -2.520 3.285 0.234
O -2.216 -1.582 -2.012 -0.373
H -2.520 -3.506 -0.515 0.242
H -0.967 -4.180 -1.886 0.228
H -5.103 3.566 -1.640 0.236
H 3.618 -0.355 2.080 0.233
N -0.889 -1.780 2.202 0.540
N 3.006 -0.720 4.060 0.530
N 1.150 5.147 -1.339 0.537
O 2.112 -0.587 4.874 -0.395
O 2.243 0.217 -1.819 -0.521
N 5.507 -0.570 -0.068 0.534
H -1.466 2.793 3.472 0.236
O -1.350 3.965 0.937 -0.374
H -0.817 -3.215 3.677 0.246
O -0.623 -5.718 0.077 -0.407
C -1.709 2.333 2.519 -0.486
C 2.785 -0.110 2.730 -0.489
N 0.190 -5.517 -0.811 0.536
O 0.216 2.515 1.233 -0.392
H 4.091 -1.981 0.584 0.219
O 3.273 2.139 -2.376 -0.525
O 1.080 -6.271 -1.111 -0.359
O -1.875 -1.087 2.291 -0.373
O -4.258 -1.106 -1.497 -0.383
H 1.132 -0.196 -0.180 0.151
N -0.893 2.969 1.456 0.541
H 5.227 -2.544 -0.640 0.234
C -5.151 2.486 -1.725 -0.480
H -0.940 4.735 -1.202 0.241
C -0.285 -2.285 3.456 -0.485
O -3.662 1.617 -0.158 -0.392
H -0.506 6.220 -2.038 0.226
C 0.118 1.030 -1.741 -0.136
N -3.832 1.910 -1.323 0.546
C -3.450 -3.192 -0.970 -0.500
C 4.593 -1.714 -0.344 -0.495
H -0.691 1.284 -1.060 0.223
H -3.796 -3.901 -1.721 0.239
H -5.300 2.174 -2.750 0.238
O 1.048 2.086 -1.979 -0.493
F 0.572 -1.316 -1.711 -0.340
H -0.187 4.625 -2.820 0.230
H 2.741 0.970 2.818 0.257
H -0.377 0.820 -2.693 0.214
C -0.230 5.179 -1.889 -0.494
H 1.884 -0.536 2.296 0.217
H -1.471 1.277 2.568 0.236
H -2.752 2.493 2.267 0.242
O 4.043 -1.323 4.244 -0.356
C 0.060 -4.239 -1.555 -0.491
```

Summary:
LUMO level = -0.64 eV
structure (SMILES) = O=C1OC[C@@H](F)O1.C[N+](=O)[O-].C[N+](=O)[O-].C[N+](=O)[O-].C[N+](=O)[O-].C[N+](=O)[O-].C[N+](=O)[O-].C[N+](=O)[O-].C[N+](=O)[O-]
strongest force on any atom = 0.02919 hartree/bohr
energy relative to the best compared isomer or geometry (same formula, charge and spin) = 0.00 kJ/mol
total charge = 0
M = 594.37 g mol⁻¹


- The highest total charge belongs to which entry?
  C11H27Al2Cl6F8MgN4O8S


- What is the M in the second record?
  519.04 g mol⁻¹


- What is the strongest force on any atom in the first record?
  0.07826 hartree/bohr